[1]
This record from the OMol25 dataset describes a molecular structure, C33H30CaN3OPS. The level of theory is the ωB97M-V functional and the def2-TZVPD basis.

Geometry as XYZ:
```
70
C33H30CaN3OPS the ωB97M-V functional and the def2-TZVPD basis
C -1.257 0.059 2.396
C -3.157 -1.088 -0.922
C -4.202 -3.112 -2.833
H -5.976 -0.237 -3.659
H 3.533 0.394 1.618
C 0.831 -1.155 2.513
H -3.477 3.359 -1.596
H -2.141 1.482 -4.394
H -1.139 3.847 -3.608
O 2.463 -0.854 -0.855
C -1.434 3.350 -0.915
C -2.281 -1.957 -1.761
C -0.544 1.252 2.278
C -3.379 0.425 -1.335
H -3.402 1.035 -0.426
C 3.056 0.056 2.542
H -5.600 0.687 -1.321
H 1.388 2.173 2.249
H 3.129 -0.541 -0.228
H 2.860 1.259 -4.859
H -4.263 0.495 -5.199
H 1.584 -2.695 -1.900
N -0.889 -1.972 -1.628
C 1.980 1.826 -4.583
N 0.978 -2.985 -2.652
C 1.574 2.889 -5.377
C -4.688 -1.337 -1.172
C -0.258 3.272 -3.870
C 1.945 0.442 -2.629
H 3.371 0.767 3.307
H -2.323 6.662 0.861
H 1.356 -2.098 2.613
P -0.974 1.771 -1.670
H -6.131 -2.713 -2.135
H -2.884 -1.193 0.138
H -4.513 -3.892 -3.515
H -5.237 -1.399 -0.233
C 0.122 2.206 -3.065
C 0.846 1.236 2.303
H 3.456 -0.921 2.803
C -0.565 -1.147 2.510
C -2.784 -2.809 -2.679
N 1.840 0.350 -1.359
H -1.069 2.194 2.183
C -0.783 5.225 0.451
H -1.109 -2.080 2.591
H 2.130 3.142 -6.269
C -2.481 1.070 -2.360
H -4.043 5.458 -0.438
C -2.722 3.868 -1.008
C -4.822 0.088 -1.798
H 2.597 -0.259 -3.148
C -0.362 -2.818 -2.492
H 0.547 3.648 -0.109
C -5.017 0.096 -3.281
C 1.293 1.495 -3.414
H 1.302 -3.789 -3.165
C 1.557 0.039 2.437
H -0.026 5.763 1.006
C -2.075 5.733 0.366
C -0.466 4.034 -0.178
Ca -0.029 -0.367 -0.106
C -4.078 0.499 -4.133
C -3.041 5.057 -0.362
C -5.079 -2.463 -2.074
C -2.806 1.047 -3.657
H 0.136 4.460 -5.610
C 0.461 3.621 -5.009
S -1.497 -3.660 -3.467
H -2.340 0.069 2.409
```

Highest occupied orbital energy (eV): -12.98
2S+1: 1
Energy above the lowest of the compared OMol25 structures with the same formula, charge and spin (eV): 1.7971
Total charge: +2
Gap between HOMO and LUMO (eV): 7.22



[2]
This record from the OMol25 dataset describes a molecular structure, C33H30FLuN4O5 in a non-equilibrium geometry. The level of theory is the ωB97M-V functional and the def2-TZVPD basis.

Geometry as XYZ:
```
74
C33H30FLuN4O5 the ωB97M-V functional and the def2-TZVPD basis
C -2.805 2.590 -0.764
O -3.075 4.463 -2.324
C 2.808 -2.514 -2.349
O -0.289 3.767 -3.127
C 2.546 4.202 -0.590
N 2.163 0.638 1.075
H 5.534 -3.573 0.364
N -0.581 -2.018 1.528
C 2.610 1.657 1.976
C 0.267 0.422 3.803
C -1.621 1.751 -0.582
C 3.708 3.797 2.219
C 3.002 2.600 4.156
H -2.150 -4.030 4.422
H 3.493 -0.872 4.173
C -1.721 -3.464 3.604
N 1.513 -2.200 -0.200
H 4.019 4.490 4.229
H 2.852 2.117 -0.591
C 4.684 -2.895 0.312
C 2.078 -1.654 -1.374
H 1.933 -3.850 2.438
H 5.030 -0.262 -1.881
C 1.768 0.444 4.094
H 4.833 -2.635 -3.021
C 3.519 -3.470 0.619
H 0.074 0.359 2.739
H 4.750 -0.285 1.865
C 4.393 -1.032 -1.449
C -0.959 3.219 -2.293
C -2.404 3.585 -1.877
C 2.445 -0.904 3.864
H 1.856 0.676 5.157
C 3.621 3.705 3.597
C 3.320 2.973 -0.112
C 2.135 -2.905 0.662
C 4.079 -2.147 -2.412
H -0.216 1.334 4.161
H 2.978 5.128 -0.197
C 2.477 1.574 3.370
H 0.166 -4.488 3.674
H 2.903 2.528 5.235
H 5.342 2.161 -0.223
H 2.727 0.378 -1.687
O -3.865 2.537 -0.197
C -0.604 2.069 -1.440
C 4.781 3.033 -0.570
C 5.014 -1.457 -0.079
H -3.476 -2.249 3.233
H 2.425 -1.171 2.807
H 6.101 -1.376 -0.119
H 4.165 4.671 1.765
C -0.432 -3.720 3.197
O 0.524 1.391 -1.431
C 0.100 -2.979 2.144
F 0.876 -1.166 -2.006
H 1.945 -1.692 4.441
C 4.368 -0.474 0.867
H -2.360 -0.985 1.419
H 1.503 4.163 -0.266
H 3.553 -4.518 0.908
H 5.284 3.925 -0.184
C 3.020 -0.465 -1.059
C 3.209 2.792 1.396
O -1.473 0.750 0.298
Lu 0.388 -0.057 0.035
H 4.838 3.071 -1.663
C -1.849 -1.790 1.933
H 2.319 -3.328 -2.870
H 2.554 4.260 -1.682
H -0.225 -0.434 4.277
C 3.179 -0.047 0.420
N 1.428 -3.291 1.772
C -2.458 -2.483 2.952
```

Highest occupied orbital energy (eV): -7.73
2S+1: 1
Energy above the lowest of the compared OMol25 structures with the same formula, charge and spin (eV): 1.5969
Gap between HOMO and LUMO (eV): 7.07



[3]
This record from the OMol25 dataset describes a molecular structure, C33H30LiP2S2 in a non-equilibrium geometry. The level of theory is the ωB97M-V functional and the def2-TZVPD basis.

Geometry as XYZ:
```
68
C33H30LiP2S2 the ωB97M-V functional and the def2-TZVPD basis
H 1.705 -4.107 2.482
S -0.338 -2.980 -1.724
C -3.180 -5.452 2.019
H -3.483 -6.481 2.076
C 2.738 0.532 -0.880
H -2.004 1.937 2.499
H -4.258 -2.396 2.731
C -3.076 5.180 -1.847
C 0.857 -4.798 0.557
C -2.463 1.428 -2.362
H -2.925 0.892 -1.501
C -1.118 3.327 -1.278
C 2.756 -5.809 1.761
S 0.535 -1.691 1.223
H -0.146 4.919 -0.222
H 0.899 4.413 -2.628
H 4.301 0.802 -2.970
C 1.761 -4.801 1.639
C -1.992 5.544 -1.066
C 1.516 3.532 -2.757
C -1.697 -3.836 1.022
H -2.281 -1.802 1.272
C 2.804 -6.933 0.822
H -1.588 1.241 0.998
C 3.393 2.628 -3.913
H -4.793 -4.729 3.273
C -0.993 4.622 -0.800
H 2.569 3.533 0.064
C -3.202 3.847 -2.337
C 0.058 2.340 2.000
C 2.382 3.600 -3.839
H 3.590 -7.687 0.973
H -1.315 -5.933 0.994
C 2.640 1.520 -1.857
H 4.170 2.782 -4.626
H 1.795 4.246 4.197
C 3.549 1.596 -2.962
C -3.658 -3.187 2.345
C -1.216 1.422 2.005
C 0.322 2.975 3.193
H 0.067 -6.048 -1.031
C 0.804 2.681 0.886
H 3.599 -5.688 2.471
H 2.161 4.228 -4.685
H -0.449 2.850 3.963
C -2.555 -2.849 1.514
C -2.187 2.887 -2.038
H -3.103 1.344 -3.275
P -0.160 -3.345 0.234
H -4.078 3.513 -2.893
P 0.195 2.097 -0.730
H -1.766 6.588 -0.682
C 2.208 4.093 2.179
H 2.996 4.879 2.254
H -0.947 0.479 2.420
H 1.762 -7.814 -0.786
C 0.898 -5.903 -0.308
Li 0.433 -0.817 -0.945
C 1.465 3.785 3.304
H 3.499 -0.260 -0.983
C -3.936 -4.505 2.640
C -2.027 -5.152 1.301
H 2.514 0.798 0.176
H -3.888 5.899 -2.118
C 1.923 3.481 0.954
C 1.599 2.587 -1.735
C 1.844 -6.929 -0.146
H -1.482 0.882 -2.514
```

Highest occupied orbital energy (eV): -2.77
2S+1: 1
Energy above the lowest of the compared OMol25 structures with the same formula, charge and spin (eV): 0.2629
Total charge: -1
Gap between HOMO and LUMO (eV): 5.30



[4]
This record from the OMol25 dataset describes a molecular structure, C33H31FN6O6PrS2 in a non-equilibrium geometry. The level of theory is the ωB97M-V functional and the def2-TZVPD basis.

Geometry as XYZ:
```
80
C33H31FN6O6PrS2 the ωB97M-V functional and the def2-TZVPD basis
N -0.797 -3.362 3.477
H 3.507 -5.034 -1.353
H -1.525 -2.197 5.044
H -2.338 3.217 -3.544
C -1.044 2.513 -1.981
C 3.415 -2.895 -1.121
H 4.153 -2.672 -1.876
C 0.898 2.845 1.827
S -0.916 -1.411 1.639
H -0.023 5.707 -4.264
H -7.102 -0.304 -4.393
F -2.700 -1.207 -2.764
C -0.575 1.354 -1.332
C 2.805 -1.871 -0.413
C 6.239 -0.270 4.231
H -0.275 -5.066 4.654
O 1.016 0.446 0.146
C -2.113 0.005 -2.558
H -4.414 2.866 -3.840
O 0.386 1.881 2.470
C 4.974 -0.622 3.768
C 3.069 -4.204 -0.819
C -1.896 -2.848 4.248
N -0.577 3.738 -1.575
H -4.728 2.244 -5.466
C 3.886 -0.578 4.650
H -0.435 5.788 -1.818
C 2.161 -4.444 0.195
H -0.755 -0.762 -1.094
C 0.082 3.830 -0.387
O 2.354 -1.762 3.259
H 1.174 4.769 -3.368
H -3.929 0.066 -6.061
H -2.971 -0.888 -4.924
O 1.525 3.799 2.233
C -5.091 -0.863 -4.495
N -3.539 1.022 -4.280
N 1.920 -2.086 0.561
H -5.830 1.079 -2.846
H -5.302 -1.774 -5.054
C 0.390 1.450 -0.252
Pr 1.501 0.064 2.295
H 5.487 0.502 7.433
C 1.630 -3.347 0.872
C -0.057 -4.473 3.790
H -6.261 0.348 -5.670
N 0.760 -3.573 1.953
C 0.904 -4.608 2.853
C 0.509 2.758 0.322
C -0.741 4.919 -2.400
C 5.338 0.175 6.415
H -0.122 3.943 -4.233
C -5.931 1.348 -3.900
C -3.805 -0.193 -5.000
H 3.031 -0.827 -0.617
H -6.760 2.047 -4.013
H 0.251 4.827 -0.006
H 1.866 -5.453 0.445
C 2.520 -0.892 4.167
H 3.213 -0.098 6.608
H 7.067 -0.277 3.536
H 7.408 0.363 5.901
H -2.558 -2.273 3.600
H 1.712 -5.305 2.794
N -6.205 0.108 -4.671
C -0.269 -2.779 2.378
C 3.717 0.593 1.467
H -1.797 5.043 -2.656
C 6.421 0.101 5.548
C -2.566 1.122 -3.280
H -2.444 -3.682 4.686
S 4.785 -0.966 2.053
C 4.076 -0.154 5.961
C -2.005 2.357 -2.988
O 3.309 1.206 2.433
C -1.106 0.101 -1.640
H -5.000 -1.107 -3.435
O 1.532 -0.207 4.536
C 0.126 4.826 -3.650
C -4.615 1.962 -4.410
```

Highest occupied orbital energy (alpha / beta) (eV): -8.36 / -8.41
2S+1: 3
Energy above the lowest of the compared OMol25 structures with the same formula, charge and spin (eV): 1.9124
Total charge: +1
Gap between HOMO and LUMO (alpha / beta) (eV): 5.02 / 5.08
<S²>: 2.00



[5]
This record from the OMol25 dataset describes a molecular structure, C33H31HfN10O6S in a non-equilibrium geometry. The level of theory is the ωB97M-V functional and the def2-TZVPD basis.

Geometry as XYZ:
```
82
C33H31HfN10O6S the ωB97M-V functional and the def2-TZVPD basis
C -4.239 -2.638 0.492
H 4.552 3.017 -3.560
Hf 0.118 0.015 1.223
H 5.734 0.028 0.444
C 6.157 2.481 3.186
N 4.530 2.272 -0.182
H 3.680 2.748 -0.464
N -1.176 1.260 0.031
H 3.512 3.448 -2.147
H -5.589 0.380 2.125
H -3.467 -3.211 -1.460
H 3.440 -3.256 -1.326
C 2.301 -2.004 -0.279
C -7.307 -1.272 -0.233
C -6.699 -1.037 0.995
H 3.089 1.647 4.250
C -3.332 -2.728 -0.519
H -8.062 2.178 -2.109
O 1.862 1.296 0.565
H -4.918 -1.346 4.807
H 4.082 -0.552 -5.141
C -5.814 1.005 0.045
C 3.931 1.830 3.549
H -2.857 0.023 4.937
C -3.979 -1.968 1.690
C -3.126 -0.610 4.000
C 4.333 1.316 -2.411
H 0.287 -0.433 -1.944
O -6.119 1.575 -2.202
O -1.145 0.066 2.786
C -6.020 0.163 1.178
H 1.326 0.588 -1.278
H 6.626 2.785 1.119
C 4.381 0.454 -4.788
C -1.344 1.514 -1.131
H 5.265 2.075 5.143
C 4.711 1.222 -1.063
C -4.834 -1.901 2.797
S -1.700 1.719 -2.645
C 5.160 2.104 4.080
H -7.205 2.819 -3.469
H 6.147 -1.820 -1.192
H 5.696 -1.553 -3.516
C 5.349 0.053 -0.608
C 4.653 2.156 1.289
N 0.980 -0.373 -1.211
O 2.508 -3.287 2.225
H -5.231 -3.089 0.455
N -7.048 -2.001 2.021
H -7.801 -2.221 -0.304
C 5.703 -0.927 -1.530
C 4.708 0.328 -3.339
H 5.243 0.739 -5.392
O 0.711 -2.141 2.726
H -1.216 -2.117 -1.008
H 2.831 2.583 -3.387
N 1.638 -1.669 0.852
C -6.336 0.705 -1.166
H 2.811 -1.055 -1.989
H 7.109 2.813 3.581
C -7.152 -0.444 -1.322
C -2.306 -0.627 2.929
C 5.910 2.449 1.797
N 3.002 -3.110 -0.432
N 2.059 -1.290 -1.376
C -2.093 -2.104 -0.330
H -7.662 -0.640 -2.256
C 3.643 1.819 2.168
H -7.668 1.152 -3.567
C -2.699 -1.394 1.791
H -5.343 1.945 0.194
C -4.313 -1.314 3.930
H 3.513 1.098 -4.920
N 1.666 -2.468 2.009
C 3.810 2.720 -2.869
N -6.198 -2.334 2.842
C 5.377 -0.756 -2.875
O 1.492 1.005 2.657
C 2.276 1.354 1.761
N -1.790 -1.453 0.822
H 3.238 -3.742 0.294
C -7.362 1.943 -2.845
```

Highest occupied orbital energy (eV): -10.10
2S+1: 1
Energy above the lowest of the compared OMol25 structures with the same formula, charge and spin (eV): 0.7632
Total charge: +1
Gap between HOMO and LUMO (eV): 6.49



[6]
This record from the OMol25 dataset describes a molecular structure, C33H31N5O6SSeY in a non-equilibrium geometry. The level of theory is the ωB97M-V functional and the def2-TZVPD basis.

Geometry as XYZ:
```
78
C33H31N5O6SSeY the ωB97M-V functional and the def2-TZVPD basis
C -0.708 0.444 -4.454
N 0.501 -2.390 -0.781
C -4.557 -1.022 1.890
H -0.883 -2.281 -6.432
C -1.301 3.923 3.792
H 0.224 0.225 5.641
C -3.474 -2.932 0.933
C -4.012 1.528 -0.457
H -2.592 -3.545 0.803
C 1.774 -3.451 -3.143
C -2.713 -1.584 -2.192
H -4.662 -4.123 -0.387
H -3.693 2.366 -1.079
C 2.427 -4.019 -4.233
C -3.408 -1.807 1.758
Se -1.820 -1.371 2.737
C -1.853 5.592 1.643
C -5.728 -1.342 1.217
C 0.090 -3.583 -1.274
C -1.989 5.109 3.991
O 1.952 -1.301 1.269
H 3.073 -3.387 -4.830
O 1.698 -0.336 -1.200
O 0.025 1.930 1.026
H 2.277 -3.962 1.544
C -4.644 -3.249 0.254
C -2.267 5.949 2.918
C -3.126 0.351 -0.751
Y -0.008 -0.307 0.724
O -0.957 -4.123 -0.932
H -2.807 6.874 3.078
H -2.198 -3.041 -4.445
C 2.239 -1.985 2.329
C -0.157 2.279 2.262
H 0.058 -6.139 -2.052
H -5.060 1.307 -0.654
O 1.947 -2.125 -2.893
C 1.262 0.168 5.310
C -5.778 -2.458 0.389
C 1.305 -0.309 3.885
C -1.038 -1.622 -5.586
H 1.816 -0.509 5.959
H -1.081 3.250 4.609
C 1.408 -6.143 -3.731
H 0.089 0.023 -6.402
H -0.840 4.100 0.455
C 1.947 -1.560 3.597
H 3.817 -3.114 1.443
H 1.267 -7.193 -3.954
H 2.759 -5.797 -5.367
C -1.930 -1.179 -3.417
N -1.410 0.049 -3.399
H 2.255 -2.170 4.435
H -3.338 -2.452 -2.393
C -0.880 3.562 2.513
C -0.500 -0.347 -5.574
H -0.271 1.434 -4.388
N -3.540 -0.507 -1.688
H -4.416 -0.319 -2.143
H -3.878 1.807 0.585
C 0.745 -5.566 -2.661
H -6.693 -2.712 -0.133
H -2.318 5.379 4.988
N 0.773 0.393 2.933
C -1.771 -2.047 -4.488
H -2.068 6.242 0.803
S 1.950 -1.793 -1.198
N 0.207 1.605 3.312
C 0.920 -4.223 -2.353
C 2.243 -5.359 -4.522
O -2.078 0.195 -0.123
C 2.949 -3.288 2.082
H -2.025 -1.881 -1.401
H -4.517 -0.155 2.540
H 3.265 -3.765 3.009
H 1.672 1.174 5.386
H -6.610 -0.723 1.342
C -1.165 4.402 1.442
```

Highest occupied orbital energy (eV): -4.26
2S+1: 1
Energy above the lowest of the compared OMol25 structures with the same formula, charge and spin (eV): 0.8540
Total charge: -1
Gap between HOMO and LUMO (eV): 6.68



Look up the 2S+1 of the first one. 1



Which value of 2S+1 does entry 6 give? 1



Which of these has the highest 2S+1? C33H31FN6O6PrS2



Which of these has the highest 2S+1? C33H31FN6O6PrS2